[1]
Density functional theory data (the ωB97M-V functional and the def2-TZVPD basis) for a 2-piece molecular cluster, C3H11BBrCl2NOP overall.

Atoms and positions in Å:
1 C 2.99342 -0.59054 -0.35848
2 B 1.73992 -0.42436 -1.25208
3 O 1.42538 0.54331 -2.11509
4 P 0.32793 -1.87019 -1.19999
5 Br -0.39463 -2.33022 -3.15024
6 C -1.08933 -1.34481 -0.15193
7 N -1.56426 -0.08247 -0.65280
8 H 3.15106 -1.58561 0.06068
9 H 2.95281 0.11528 0.48345
10 H 3.87729 -0.30871 -0.94166
11 H 1.41443 1.47591 -1.88588
12 H 0.83788 -3.06270 -0.66474
13 H -1.83782 -2.13969 -0.19753
14 H -0.70617 -1.30743 0.87649
15 H -2.54689 -0.06152 -0.87689
16 H -1.29335 0.70542 -0.08101
17 C -1.96283 2.43812 2.39027
18 Cl -0.50841 2.64472 1.36850
19 Cl -1.61559 2.72056 4.08465
20 H -2.69775 3.15699 2.04862
21 H -2.31442 1.41976 2.27142

Computed properties:
Charge: +1
Multiplicity: 1
Highest occupied orbital energy in eV: -13.67
Relative energy (zero: lowest compared OMol25 entry of this formula, charge and spin) in eV: 0.000
HOMO-LUMO gap in eV: 9.448
Energy in eV: -111874.403


[2]
Density functional theory data (the ωB97M-V functional and the def2-TZVPD basis) for a 19-piece molecular cluster, H38O19 overall at a distorted geometry.

Atoms and positions in Å:
1 O -3.44840 -2.85452 -0.56877
2 H -3.77152 -2.20259 0.05318
3 H -3.96035 -3.64092 -0.37978
4 O 3.02313 -0.64924 -2.82373
5 H 3.65089 -1.09416 -3.39310
6 H 2.41052 -1.33558 -2.55939
7 O -0.89619 -2.27583 0.15074
8 H -1.73145 -2.27325 -0.31677
9 H -0.51965 -1.41371 -0.02588
10 O 1.30308 -2.46479 -1.89417
11 H 0.87136 -3.24925 -2.23252
12 H 0.81238 -2.24325 -1.10274
13 O -0.34631 3.22258 3.26599
14 H -0.03081 3.95497 3.79543
15 H -0.68484 3.63081 2.46914
16 O 0.33293 0.06427 -0.25922
17 H 0.93128 0.10298 0.48691
18 H 0.84925 0.38680 -0.99788
19 O 2.63021 4.09988 -0.03488
20 H 1.79632 4.42611 -0.37314
21 H 2.66848 3.18951 -0.32810
22 O 4.32965 1.74037 2.46372
23 H 4.88233 1.78081 1.68324
24 H 4.85015 1.25171 3.10131
25 O -4.14616 -0.12313 1.42537
26 H -3.50470 0.57900 1.53387
27 H -4.31517 -0.43337 2.31498
28 O 3.83181 -4.23826 -2.06475
29 H 3.92829 -4.80393 -1.29864
30 H 2.94148 -3.89323 -1.99772
31 O -1.81732 -0.80369 -4.75435
32 H -2.12456 -0.91243 -3.85435
33 H -1.52010 0.10514 -4.79832
34 O -2.64126 -0.93172 -2.31746
35 H -3.37182 -0.31836 -2.23806
36 H -2.86375 -1.64819 -1.72299
37 O 1.75037 0.57654 2.58954
38 H 2.53486 1.09366 2.40678
39 H 1.11710 1.21138 2.92446
40 O -1.91070 1.85505 0.80611
41 H -1.91664 2.61210 0.22039
42 H -1.30322 1.23926 0.39622
43 O 2.01927 -1.75174 3.76742
44 H 2.02014 -0.87663 3.37959
45 H 1.37524 -2.24063 3.25512
46 O -1.66407 4.96775 -2.28299
47 H -1.74758 4.17546 -2.81359
48 H -1.98224 5.67063 -2.84953
49 O -2.96640 2.22648 3.36258
50 H -2.65886 2.12348 2.46200
51 H -2.16612 2.27167 3.88578
52 O 2.60057 1.49438 -1.44486
53 H 3.35789 1.91588 -1.85110
54 H 2.55156 0.63464 -1.86279
55 O -1.74069 -5.02977 1.11759
56 H -1.29172 -4.44176 0.51023
57 H -2.32797 -4.45954 1.61375

Computed properties:
Charge: 0
Multiplicity: 1
Highest occupied orbital energy in eV: -10.47
Relative energy (zero: lowest compared OMol25 entry of this formula, charge and spin) in eV: 2.023
HOMO-LUMO gap in eV: 10.202
Energy in eV: -39520.876


[3]
Density functional theory data (the ωB97M-V functional and the def2-TZVPD basis) for C36H26F5N9S2Zr as an isolated structure.

Atoms and positions in Å:
1 Zr -0.05838 1.65153 -0.24631
2 C -4.72128 1.16576 -3.95831
3 S -2.97610 1.42573 -4.30237
4 C -2.27283 1.43922 -2.73151
5 S -0.54222 1.65725 -2.78862
6 N -3.01346 1.22334 -1.68218
7 N -2.26877 1.16608 -0.51819
8 C -2.94611 0.89459 0.53475
9 C -2.23959 0.63375 1.78827
10 C -2.91136 0.20017 2.91601
11 C -2.16712 -0.15116 4.03444
12 C -0.78657 -0.05370 3.98035
13 C -0.19242 0.41979 2.82438
14 N -0.89913 0.76113 1.74107
15 H -5.23213 1.45015 -4.87641
16 H -5.05139 1.80731 -3.14634
17 H -4.93017 0.12500 -3.72704
18 H -4.02313 0.77820 0.47019
19 H -3.99038 0.13033 2.91083
20 H -2.66104 -0.50134 4.93113
21 H -0.16678 -0.32690 4.82246
22 H 0.87983 0.54463 2.76360
23 N 3.25277 2.48086 1.10040
24 C 3.28795 1.63982 0.01259
25 C 4.57596 1.25705 -0.40124
26 C 4.73652 0.47550 -1.50825
27 C 3.59953 0.06534 -2.21270
28 C 2.38140 0.43630 -1.73667
29 N 2.17995 1.20483 -0.61105
30 C 2.24057 3.20739 1.69749
31 C 2.62605 4.29403 2.49800
32 C 1.66386 5.00188 3.16624
33 C 0.32288 4.61976 3.04130
34 C 0.03459 3.56035 2.23257
35 N 0.97165 2.84467 1.55291
36 H 4.16943 2.77091 1.39881
37 H 5.43137 1.60935 0.15997
38 H 5.72903 0.19291 -1.83376
39 H 3.66308 -0.53069 -3.11079
40 H 1.48698 0.13140 -2.25463
41 H 3.67133 4.56470 2.56727
42 H 1.94308 5.85128 3.77564
43 H -0.47312 5.14381 3.54927
44 H -0.99514 3.25821 2.08998
45 N -0.84977 -5.91489 -1.00562
46 C -0.41720 -7.19784 -0.72118
47 C -0.93407 -8.45200 -1.04902
48 C -0.21906 -9.53620 -0.59461
49 C 0.96716 -9.38990 0.15719
50 C 1.46622 -8.15017 0.47502
51 C 0.75126 -7.03388 0.02527
52 N 1.02057 -5.68646 0.20050
53 C 0.05216 -5.06914 -0.41913
54 C -0.01799 -3.60858 -0.48253
55 C -0.90388 -2.90105 -1.28667
56 C -0.87210 -1.51845 -1.28343
57 N -0.01214 -0.81287 -0.53996
58 C 0.84917 -1.50464 0.23113
59 C 0.88177 -2.87378 0.29703
60 H -1.69547 -5.66920 -1.48660
61 H -1.84151 -8.57251 -1.62492
62 H -0.57360 -10.53302 -0.82068
63 H 1.48925 -10.27799 0.48621
64 H 2.37338 -8.02915 1.05111
65 H -1.61117 -3.39553 -1.93858
66 H -1.53957 -0.95436 -1.92036
67 H 1.55723 -0.92498 0.81246
68 H 1.59818 -3.38886 0.92092
69 F 1.87147 4.01322 -1.56291
70 C 0.70081 4.62346 -1.24082
71 C -0.32297 3.87290 -0.70759
72 C -1.44895 4.59300 -0.37994
73 F -2.49817 3.97489 0.22889
74 C -1.58772 5.95715 -0.58252
75 F -2.70305 6.58478 -0.23502
76 C -0.53274 6.66420 -1.13811
77 F -0.62800 7.96367 -1.33906
78 C 0.63444 5.98596 -1.46514
79 F 1.66687 6.64166 -1.97491

Computed properties:
Charge: +2
Multiplicity: 1
Highest occupied orbital energy in eV: -12.45
Relative energy (zero: lowest compared OMol25 entry of this formula, charge and spin) in eV: 0.120
HOMO-LUMO gap in eV: 5.604
Energy in eV: -87693.110


[4]
Density functional theory data (the ωB97M-V functional and the def2-TZVPD basis) for a 2-piece molecular cluster, CH3N2S overall at a distorted geometry.

Atoms and positions in Å:
1 C 0.24042 -0.00726 0.35860
2 N 0.67401 -1.26180 0.57475
3 N -0.74764 0.74969 0.22404
4 S 1.89443 -0.04241 0.63861
5 H 0.18168 -1.51536 -1.52797
6 H -1.66342 0.38087 -0.10491
7 H -0.57948 1.69627 -0.16311

Computed properties:
Charge: +1
Multiplicity: 1
Highest occupied orbital energy (spin up / spin down) in eV: -15.50 / -15.31
Relative energy (zero: lowest compared OMol25 entry of this formula, charge and spin) in eV: 3.588
HOMO-LUMO gap (spin up / spin down) in eV: 9.979 / 7.744
Energy in eV: -14888.146